Run A
Below is a cluster of 2 separate species, C5H10O2 in total, with properties calculated with wB97M-V/def2-TZVPD.

Each line ends with the natural charge from an NBO analysis.
Positions of all 17 atoms, in Å:
1 C 0.3200 -2.5215 0.8953  -0.609
2 C 0.0153 -1.9452 -0.2909  -0.233
3 C 0.5604 -0.7556 -0.8670  -0.500
4 C 1.7258 -0.0983 -0.4486  0.149
5 O 2.8674 -0.8697 -0.1176  -0.769
6 C 2.1772 1.2470 -0.9783  -0.666
7 H -0.1844 -3.3405 1.3989  0.160
8 H 1.0100 -2.0531 1.5972  0.176
9 H -0.6532 -2.5021 -0.9493  0.164
10 H 0.0899 -0.3495 -1.7702  0.160
11 H 3.0461 -1.4135 -0.9099  0.423
12 H 2.7573 0.9990 -1.9008  0.148
13 H 2.8573 1.6856 -0.2564  0.203
14 H 1.3346 1.8659 -1.2838  0.195
15 H -6.1141 2.5793 1.8452  0.470
16 H -6.1604 4.1159 1.8656  0.464
17 O -5.6493 3.3563 2.1706  -0.934

Properties
Expectation value of S²: 0.768
Net charge: -1
LUMO (spin up / spin down) in eV: 2.64 / 2.64
Spin multiplicity: 2

=====

Run B
Below is a cluster of 2 separate species, C5H10O2 in total, with properties calculated with wB97M-V/def2-TZVPD.

Each line ends with the natural charge from an NBO analysis.
Positions of all 17 atoms, in Å:
1 C 1.3160 -0.8358 -2.6245  -0.660
2 C 1.0947 -0.6324 -1.2472  -0.313
3 C -0.0864 -0.9979 -0.5594  -0.343
4 C -0.4490 -0.6474 0.7280  0.063
5 O 0.5739 -0.0254 1.5063  -0.759
6 C -1.4854 -1.3827 1.5407  -0.666
7 H 1.7763 -0.1275 -3.2988  0.160
8 H 0.8716 -1.7251 -3.0732  0.152
9 H 1.8056 0.0019 -0.7051  0.171
10 H -0.7911 -1.4716 -1.2340  0.181
11 H 0.4352 0.9227 1.5354  0.452
12 H -2.5097 -1.1369 1.2578  0.189
13 H -1.4040 -2.4686 1.3701  0.175
14 H -1.3054 -1.2606 2.6104  0.203
15 H -1.0109 3.0782 0.9346  0.462
16 H -0.1958 2.7470 -0.2459  0.483
17 O -0.5868 3.5259 0.1854  -0.949

Properties
Expectation value of S²: 0.778
Net charge: -1
LUMO (spin up / spin down) in eV: 3.72 / 3.58
Spin multiplicity: 2

=====

Which is less stable than every other structure shown? run A is.